(1)
This record from OMol25 describes a cluster of 2 separate species, C3H7N2S in total. The level of theory is ωB97M-V with the def2-TZVPD basis set.

Positions of all 13 atoms, in Å:
1 C 0.950 -0.597 -0.788
2 C 2.012 -0.038 -0.202
3 C -2.181 -0.450 -0.375
4 N -1.140 0.301 -0.184
5 N 2.270 1.023 0.577
6 S -3.925 -0.168 -0.075
7 H 0.803 -1.268 -1.630
8 H 2.976 -0.425 -0.586
9 H -2.250 -1.359 -1.056
10 H -0.952 1.043 0.378
11 H 1.611 1.673 0.960
12 H 3.107 1.423 0.943
13 H -3.955 0.770 0.848

F_max, Eh/bohr: 0.1357
Net charge: +1
E, eV: -17028.50919
Energy above the lowest of the compared OMol25 structures with the same formula, charge and spin, eV: 5.061
LUMO energy, eV: -5.53
Gap between HOMO and LUMO, Ha: 0.2979

---

(2)
This record from OMol25 describes a cluster of 2 separate species, C3H7N2S in total. The level of theory is ωB97M-V with the def2-TZVPD basis set.

Positions of all 13 atoms, in Å:
1 C -0.905 -1.253 -0.323
2 C -0.437 0.962 -0.290
3 C 0.543 0.188 0.586
4 N -1.156 -0.129 -0.936
5 N -0.048 -1.107 0.670
6 S 2.240 0.017 -0.102
7 H -1.339 -2.203 -0.594
8 H -1.140 1.567 0.293
9 H 0.062 1.604 -1.018
10 H 0.879 1.005 1.959
11 H -1.768 0.001 -1.727
12 H 0.385 -1.857 1.190
13 H 2.683 1.205 0.292

F_max, Eh/bohr: 0.1048
Net charge: +1
E, eV: -17031.29038
Energy above the lowest of the compared OMol25 structures with the same formula, charge and spin, eV: 2.280
LUMO energy, eV: -4.15
Gap between HOMO and LUMO, Ha: 0.3411

---

(3)
This record from OMol25 describes the ion C3H7N2S2 with charge +1. The level of theory is ωB97M-V with the def2-TZVPD basis set.

Positions of all 14 atoms, in Å:
1 C 1.299 -0.475 1.239
2 C 0.086 1.087 -0.150
3 C -0.833 0.207 -0.996
4 N 0.223 -0.496 1.933
5 N 1.311 0.417 0.115
6 S -0.157 -1.193 -1.598
7 S -2.399 0.752 -1.032
8 H 2.262 -0.995 1.424
9 H 0.369 2.102 -0.576
10 H -0.311 1.294 0.941
11 H 0.311 -1.239 2.639
12 H 2.177 0.626 -0.267
13 H -1.421 -1.888 -1.908
14 H -2.915 -0.200 -1.764

F_max, Eh/bohr: 0.0674
Net charge: +1
E, eV: -27866.64624
Energy above the lowest of the compared OMol25 structures with the same formula, charge and spin, eV: 2.248
LUMO energy, eV: -5.73
Gap between HOMO and LUMO, Ha: 0.2845

---

(4)
This record from OMol25 describes the ion C3H7N2S3 with charge +1. The level of theory is ωB97M-V with the def2-TZVPD basis set.

Positions of all 15 atoms, in Å:
1 C -2.329 -1.388 0.218
2 C -0.252 1.036 0.655
3 C 2.203 0.911 -0.155
4 N -2.801 -0.126 0.099
5 N -1.155 -1.619 0.592
6 S -1.905 1.208 0.904
7 S -4.303 0.101 -0.578
8 S 0.648 -0.064 -0.300
9 H -3.192 -2.062 -0.023
10 H 0.299 1.915 1.017
11 H 2.399 1.094 -1.253
12 H 2.948 0.297 0.405
13 H 2.054 1.840 0.385
14 H -0.669 -2.542 0.534
15 H -3.925 0.710 -1.700

F_max, Eh/bohr: 0.0599
Net charge: +1
E, eV: -38700.79746
Energy above the lowest of the compared OMol25 structures with the same formula, charge and spin, eV: 1.351
LUMO energy (alpha / beta), eV: -5.37 / -5.37
Gap between HOMO and LUMO (alpha / beta), Ha: 0.2911 / 0.2911

---

(5)
This record from OMol25 describes an isolated molecule of C3H7N3. The level of theory is ωB97M-V with the def2-TZVPD basis set.

Positions of all 13 atoms, in Å:
1 C 1.324 0.574 -0.143
2 C 1.225 -0.939 0.037
3 N -0.161 1.031 0.196
4 C -0.873 -0.133 0.062
5 N -2.243 -0.112 -0.026
6 N -0.190 -1.210 -0.136
7 H -0.591 1.900 -0.087
8 H -2.666 -1.023 0.051
9 H -2.706 0.725 0.288
10 H 1.602 0.865 -1.159
11 H 1.932 1.084 0.603
12 H 1.559 -1.263 1.027
13 H 1.788 -1.498 -0.714

F_max, Eh/bohr: 0.0474
Net charge: 0
E, eV: -7694.57241
Structure (SMILES): NC1=NCCN1
Energy above the lowest of the compared OMol25 structures with the same formula, charge and spin, eV: 0.107
LUMO energy, eV: 0.98
Gap between HOMO and LUMO, Ha: 0.3332

---

(6)
This record from OMol25 describes an isolated molecule of C3H7N3. The level of theory is ωB97M-V with the def2-TZVPD basis set.

Positions of all 13 atoms, in Å:
1 C 1.958 0.418 0.055
2 C 0.507 0.046 -0.009
3 N 0.199 -1.254 0.019
4 C -1.713 0.732 0.057
5 N -0.373 1.001 -0.035
6 N -2.254 -0.417 -0.054
7 H 0.900 -1.972 0.034
8 H -0.808 -1.452 -0.012
9 H -3.268 -0.396 -0.137
10 H -2.096 1.767 -0.142
11 H 2.078 1.475 -0.190
12 H 2.531 -0.181 -0.644
13 H 2.340 0.234 1.058

F_max, Eh/bohr: 0.0590
Net charge: 0
E, eV: -7694.46784
Structure (SMILES): [H]/N=C/N=C(/C)N
Energy above the lowest of the compared OMol25 structures with the same formula, charge and spin, eV: 0.211
LUMO energy, eV: 1.04
Gap between HOMO and LUMO, Ha: 0.3706

---

(7)
This record from OMol25 describes an isolated molecule of C3H7N3. The level of theory is ωB97M-V with the def2-TZVPD basis set.

Positions of all 13 atoms, in Å:
1 C 1.406 -0.470 0.127
2 C 1.420 0.743 -0.334
3 C 0.201 -0.819 1.023
4 N -0.233 1.362 0.617
5 N -0.851 0.140 0.606
6 N -1.711 -0.084 -0.525
7 H 2.282 -1.224 -0.071
8 H 2.037 1.440 -0.917
9 H -0.263 -1.753 0.858
10 H 0.269 -0.447 2.109
11 H -0.837 1.837 -0.041
12 H -1.125 0.112 -1.314
13 H -2.589 0.394 -0.510

F_max, Eh/bohr: 0.0619
Net charge: 0
E, eV: -7689.64819
Energy above the lowest of the compared OMol25 structures with the same formula, charge and spin, eV: 5.031
LUMO energy, eV: 1.15
Gap between HOMO and LUMO, Ha: 0.3369

---

(8)
This record from OMol25 describes an isolated molecule of C3H7N3. The level of theory is ωB97M-V with the def2-TZVPD basis set.

Positions of all 13 atoms, in Å:
1 N 0.400 1.087 0.505
2 C 0.058 -0.146 -0.016
3 N 1.757 1.411 0.506
4 C -2.177 -0.848 -0.314
5 C 0.818 -1.165 -0.436
6 N -1.317 0.076 -0.262
7 H -0.679 1.491 0.314
8 H 2.115 1.374 1.460
9 H 1.917 2.329 0.101
10 H -1.935 -1.898 -0.148
11 H -3.219 -0.587 -0.444
12 H 1.890 -1.089 -0.378
13 H 0.372 -2.034 -0.888

F_max, Eh/bohr: 0.0750
Net charge: 0
E, eV: -7691.32581
Structure (SMILES): C=NC(=C)NN
Energy above the lowest of the compared OMol25 structures with the same formula, charge and spin, eV: 3.354
LUMO energy, eV: 0.72
Gap between HOMO and LUMO, Ha: 0.3079

---

(9)
This record from OMol25 describes an isolated molecule of C3H7N3. The level of theory is ωB97M-V with the def2-TZVPD basis set.

Positions of all 13 atoms, in Å:
1 C 2.160 -0.382 -1.191
2 C 0.693 -0.479 -0.933
3 C -1.655 0.731 1.302
4 H 2.703 -0.745 -0.270
5 H 2.674 0.566 -1.565
6 H 2.497 -1.117 -2.024
7 H 0.093 -1.257 -1.451
8 H -1.539 -0.799 -0.116
9 H -1.003 1.619 1.531
10 H -2.845 0.850 2.828
11 N 0.148 0.385 -0.125
12 N -1.198 0.273 0.071
13 N -2.729 0.355 1.944

F_max, Eh/bohr: 0.0992
Net charge: 0
E, eV: -7692.62357
Structure (SMILES): [H]/N=C/N/N=C/C
Energy above the lowest of the compared OMol25 structures with the same formula, charge and spin, eV: 2.056
LUMO energy, eV: 1.06
Gap between HOMO and LUMO, Ha: 0.3680

---

(10)
This record from OMol25 describes an isolated molecule of C3H7N3. The level of theory is ωB97M-V with the def2-TZVPD basis set.

Positions of all 13 atoms, in Å:
1 N -1.785 0.223 0.397
2 C -0.582 0.556 -0.318
3 C 0.636 -0.117 0.327
4 N 0.907 -1.462 -0.128
5 C 1.616 0.798 -0.195
6 N 2.317 1.598 -0.643
7 H -2.490 0.923 0.226
8 H -2.191 -0.628 0.022
9 H -0.291 1.679 -0.255
10 H -0.622 0.287 -1.387
11 H 0.563 -0.016 1.421
12 H 0.179 -2.052 0.255
13 H 1.778 -1.802 0.272

F_max, Eh/bohr: 0.0502
Net charge: 0
E, eV: -7693.85714
Structure (SMILES): N#C[C@H](N)CN
Energy above the lowest of the compared OMol25 structures with the same formula, charge and spin, eV: 0.822
LUMO energy, eV: 0.78
Gap between HOMO and LUMO, Ha: 0.3980

---

(11)
This record from OMol25 describes an isolated molecule of C3H7N3O. The level of theory is ωB97M-V with the def2-TZVPD basis set.

Positions of all 14 atoms, in Å:
1 C 1.370 0.976 -0.549
2 N 0.718 -0.147 -1.154
3 C 0.137 -0.657 -0.096
4 N 0.336 -1.906 0.323
5 C -1.101 -0.030 0.587
6 O -1.590 -0.546 1.579
7 N -1.670 0.974 -0.121
8 H 2.377 0.731 -0.201
9 H 0.911 0.873 0.557
10 H 1.437 1.885 -1.194
11 H -0.178 -2.235 1.127
12 H 1.195 -2.353 0.046
13 H -1.353 1.153 -1.063
14 H -2.589 1.281 0.159

F_max, Eh/bohr: 0.0565
Net charge: 0
E, eV: -9740.68155
Structure (SMILES): C/N=C(/N)C(N)=O
Energy above the lowest of the compared OMol25 structures with the same formula, charge and spin, eV: 2.352
LUMO energy, eV: 0.53
Gap between HOMO and LUMO, Ha: 0.3207

---

(12)
This record from OMol25 describes an isolated molecule of C3H7N3O. The level of theory is ωB97M-V with the def2-TZVPD basis set.

Positions of all 14 atoms, in Å:
1 C -0.168 2.323 -0.282
2 C -0.262 -0.040 -0.033
3 C 0.383 -1.366 -0.278
4 N 0.653 -1.835 1.010
5 O -1.586 -0.191 0.277
6 N 0.412 1.012 -0.171
7 N 0.854 -1.722 -1.386
8 H -2.035 0.668 0.273
9 H 0.061 -1.638 1.796
10 H 1.183 -2.688 1.103
11 H 1.387 -2.586 -1.362
12 H 0.454 3.001 0.298
13 H -0.133 2.639 -1.327
14 H -1.204 2.425 0.080

F_max, Eh/bohr: 0.0556
Net charge: 0
E, eV: -9741.36745
Structure (SMILES): [H]/N=C(N)/C(O)=N/C
Energy above the lowest of the compared OMol25 structures with the same formula, charge and spin, eV: 1.666
LUMO energy, eV: 0.65
Gap between HOMO and LUMO, Ha: 0.3666